Here is a structure of composition C2HAlF6NO5S2 in a non-equilibrium geometry from OMol25. Energies are from ωB97M-V with the def2-TZVPD basis set.

Geometry as XYZ:
```
18
Properties=species:S:1:pos:R:3
Al -2.67826 -1.49969 0.45893
C 2.08972 -0.40847 1.26786
F 2.09383 0.94260 1.40047
F 3.32398 -0.78770 1.11724
F 1.39276 -0.92950 2.36548
S 1.10286 -0.94036 -0.36940
O 2.13110 -0.74904 -1.38597
O 0.55875 -2.25240 -0.14169
N -0.32662 0.05080 -0.42320
S 0.12434 1.38984 -1.10394
O 1.29523 2.07400 -0.53885
O -0.10332 1.38238 -2.55782
C -1.40232 2.47442 -0.59001
F -1.56481 3.51286 -1.52140
F -2.56571 1.80691 -0.74677
F -1.27494 2.94706 0.66642
O -1.96257 -4.27895 0.64113
H -2.23399 -4.73472 1.46158
```

## Properties
net charge	0
expectation value of S²	0.753
E_LUMO (spin up / spin down)	-0.072 / -0.150	hartree
highest occupied orbital energy (spin up / spin down)	-9.93 / -9.93	eV
multiplicity	2

Mulliken atomic charges, in units of e: Al 0.871; C 0.680; F -0.198; F -0.192; F -0.244; S 0.879; O -0.555; O -0.644; N -0.270; S 0.903; O -0.550; O -0.623; C 0.588; F -0.228; F -0.247; F -0.216; O -0.301; H 0.347


Here is a structure of composition C2HBr2Cl2F in a non-equilibrium geometry from OMol25. Energies are from ωB97M-V with the def2-TZVPD basis set.

Geometry as XYZ:
```
8
Properties=species:S:1:pos:R:3
C -0.75058 -0.22953 -0.06181
C -0.22639 -2.05119 -0.79029
F -1.43018 0.40920 -0.97824
Cl -1.67861 -0.45783 1.37067
Cl 1.49867 -1.89705 -0.95907
Br -0.62635 -3.41789 0.46245
Br -1.04747 -2.19854 -2.49866
H 0.17002 0.21744 -0.08494
```

## Properties
net charge	0
E_LUMO	0.007	hartree
relative energy (zero: lowest compared OMol25 entry of this formula, charge and spin)	30.1	kcal per mole
highest occupied orbital energy	-9.94	eV

Mulliken atomic charges, in units of e: C 0.117; C -0.044; F -0.196; Cl -0.107; Cl -0.121; Br 0.011; Br -0.003; H 0.343


Here is a structure of composition C2HBr3O2 in a non-equilibrium geometry from OMol25. Energies are from ωB97M-V with the def2-TZVPD basis set.

Geometry as XYZ:
```
8
Properties=species:S:1:pos:R:3
C 0.28993 -0.04231 -1.30417
C -0.33085 0.05740 -0.04630
O 0.86177 0.78375 -1.98128
O -0.37366 1.19499 0.54925
Br 0.06725 -1.78739 -2.11358
Br -1.41031 -1.29749 0.67563
Br 1.81173 -0.25081 2.82998
H -0.91587 1.34188 1.39046
```

## Properties
net charge	0
E_LUMO (spin up / spin down)	-0.154 / -0.156	hartree
relative energy (zero: lowest compared OMol25 entry of this formula, charge and spin)	73.5	kcal per mole
highest occupied orbital energy (spin up / spin down)	-8.28 / -8.22	eV

Mulliken atomic charges, in units of e: C 0.635; C 0.236; O -0.373; O -0.301; Br -0.137; Br 0.096; Br -0.568; H 0.412


Here is a cluster of 2 separate species, C2HBrClFO in total in a non-equilibrium geometry from OMol25. Energies are from ωB97M-V with the def2-TZVPD basis set.

Geometry as XYZ:
```
7
Properties=species:S:1:pos:R:3
O 0.06557 -0.32024 2.56517
C 0.64838 0.02959 1.64198
C 0.97316 0.47045 0.47147
Cl 1.62012 2.11239 0.38388
Br 1.19894 -0.73622 -0.93356
F -1.96618 -0.52375 -1.77733
H -2.54000 -1.03221 -2.35160
```

## Properties
net charge	0
E_LUMO	-0.005	hartree
structure (SMILES)	O=C=C(Cl)Br.F
relative energy (zero: lowest compared OMol25 entry of this formula, charge and spin)	18.6	kcal per mole
highest occupied orbital energy	-8.91	eV

Mulliken atomic charges, in units of e: O -0.300; C 0.492; C 0.031; Cl -0.168; Br -0.067; F -0.373; H 0.386


Here is a cluster of 3 separate species, C2HBrN2O2 in total in a non-equilibrium geometry from OMol25. Energies are from ωB97M-V with the def2-TZVPD basis set.

Geometry as XYZ:
```
8
Properties=species:S:1:pos:R:3
C 3.43199 -0.15735 -0.77656
C 0.93760 -3.88429 -1.02066
N 2.40890 -0.79113 -0.53743
N 1.60740 -1.62951 -0.31963
O 4.43598 0.46770 -0.72417
O 0.08282 -4.10850 -0.29138
Br -0.25232 2.41583 0.83575
H -1.42119 3.01032 1.36635
```

## Properties
net charge	0
E_LUMO (spin up / spin down)	-0.049 / -0.052	hartree
relative energy (zero: lowest compared OMol25 entry of this formula, charge and spin)	75.6	kcal per mole
highest occupied orbital energy (spin up / spin down)	-8.92 / -8.93	eV

Mulliken atomic charges, in units of e: C 0.599; C 0.182; N 0.460; N -0.687; O -0.384; O -0.168; Br -0.217; H 0.214


Here is the molecule C2HBrN2O2 in a non-equilibrium geometry from OMol25. Energies are from ωB97M-V with the def2-TZVPD basis set.

Geometry as XYZ:
```
8
Properties=species:S:1:pos:R:3
O 2.32426 0.18644 -0.08472
C 1.14685 0.35553 -0.02385
N 0.16994 -0.66749 0.00733
C -1.06283 -0.17225 0.03776
Br -2.65914 -1.02514 -0.01188
N -0.84945 1.44364 0.05146
O 0.49808 1.52134 0.01550
H 0.43229 -1.64208 0.00841
```

## Properties
net charge	0
E_LUMO (spin up / spin down)	0.004 / 0.004	hartree
structure (SMILES)	O=c1[nH]c(Br)no1
relative energy (zero: lowest compared OMol25 entry of this formula, charge and spin)	40.5	kcal per mole
highest occupied orbital energy (spin up / spin down)	-8.82 / -8.82	eV

Mulliken atomic charges, in units of e: O -0.534; C 0.493; N -0.036; C 0.252; Br -0.041; N -0.240; O -0.107; H 0.213


Here is a cluster of 2 separate species, C2HBrO in total in a non-equilibrium geometry from OMol25. Energies are from ωB97M-V with the def2-TZVPD basis set.

Geometry as XYZ:
```
5
Properties=species:S:1:pos:R:3
C -0.71971 1.19092 -0.15368
C 0.14332 -1.23613 -0.61759
O -0.41215 2.14036 0.37319
Br 1.67808 -0.60202 0.21299
H -0.68953 -1.49314 0.18508
```

## Properties
net charge	0
E_LUMO	-0.038	hartree
relative energy (zero: lowest compared OMol25 entry of this formula, charge and spin)	69.6	kcal per mole
highest occupied orbital energy	-9.08	eV

Mulliken atomic charges, in units of e: C 0.122; C -0.215; O -0.136; Br 0.025; H 0.204


Here is a cluster of 2 separate species, C2HCl2NS in total in a non-equilibrium geometry from OMol25. Energies are from ωB97M-V with the def2-TZVPD basis set.

Geometry as XYZ:
```
7
Properties=species:S:1:pos:R:3
C -1.12632 0.13021 1.59010
C -1.01792 0.79185 2.92950
N -1.14593 1.15416 4.05193
S -0.34698 0.72179 -0.67319
Cl -0.38358 -1.48173 1.63434
Cl -2.79002 0.11177 1.13475
H -1.59233 0.99554 -0.78625
```

## Properties
net charge	0
E_LUMO (spin up / spin down)	-0.092 / -0.092	hartree
relative energy (zero: lowest compared OMol25 entry of this formula, charge and spin)	58.9	kcal per mole
highest occupied orbital energy (spin up / spin down)	-10.10 / -10.09	eV

Mulliken atomic charges, in units of e: C 0.205; C 0.206; N -0.339; S -0.065; Cl -0.073; Cl -0.097; H 0.163


Here is a cluster of 2 separate species, C2HCl2O3 in total in a non-equilibrium geometry from OMol25. Energies are from ωB97M-V with the def2-TZVPD basis set.

Geometry as XYZ:
```
8
Properties=species:S:1:pos:R:3
C 0.34917 2.42451 0.60293
C -1.28558 0.30317 -0.09657
O -0.36887 3.09035 1.15791
O 1.24755 2.01339 -0.01782
O -0.48126 -0.67074 0.13118
Cl -2.24620 0.20603 -1.74538
Cl -2.91965 0.08018 1.08791
H -0.99730 -1.47609 0.14171
```

## Properties
net charge	-1
E_LUMO	0.135	hartree
relative energy (zero: lowest compared OMol25 entry of this formula, charge and spin)	49.8	kcal per mole
highest occupied orbital energy	-3.28	eV

Mulliken atomic charges, in units of e: C 0.688; C -0.285; O -0.306; O -0.398; O -0.245; Cl -0.329; Cl -0.417; H 0.292


Here is a structure of composition C2HCl2O3S in a non-equilibrium geometry from OMol25. Energies are from ωB97M-V with the def2-TZVPD basis set.

Geometry as XYZ:
```
9
Properties=species:S:1:pos:R:3
C -1.80115 -0.53528 -0.19647
C 1.39208 0.07303 0.93045
O -0.60938 -0.83342 -0.39400
O -0.03684 1.76074 -0.55350
O -2.69538 -1.31231 0.06600
S 0.66151 0.48340 -0.64132
Cl 2.83659 1.26986 0.54028
Cl 2.23395 -1.45746 0.50564
H -1.98138 0.55143 -0.25709
```

## Properties
net charge	-1
E_LUMO	0.127	hartree
relative energy (zero: lowest compared OMol25 entry of this formula, charge and spin)	28.2	kcal per mole
highest occupied orbital energy	-4.64	eV

Mulliken atomic charges, in units of e: C 0.273; C -0.132; O -0.241; O -0.509; O -0.589; S 0.471; Cl -0.296; Cl -0.206; H 0.228